{"formula": "C5H6OS2", "method": "the ωB97M-V functional and the def2-TZVPD basis", "e_above_lowest_kj_mol": 667.7, "homo_lumo_gap_ev": [6.93, 6.94], "max_force_ha_per_bohr": 0.0617, "e_homo_ev": [-7.9, -7.9], "total_charge": 0, "energy_ev": -28993.036, "symbols": ["S", "S", "O", "C", "C", "C", "C", "C", "H", "H", "H", "H", "H", "H"], "coordinates": [[-1.252, 1.953, -0.015], [-2.449, 0.011, -0.057], [0.743, -0.544, 0.042], [0.763, 0.633, -0.515], [1.578, 1.584, 0.296], [-2.012, -1.492, 0.111], [0.415, -1.812, -0.192], [-0.874, -2.283, -0.100], [-2.373, 2.318, -0.602], [1.261, 2.665, -0.047], [1.305, -2.518, -0.213], [1.401, 1.497, 1.361], [-1.057, -3.300, -0.074], [2.551, 1.289, 0.006]], "nbo_charge": [-0.303, 0.445, -0.514, 0.297, -0.759, -0.295, 0.270, -0.418, 0.138, 0.245, 0.203, 0.214, 0.230, 0.246]}

***

{"formula": "C53H54EuN4P2Se2", "method": "the ωB97M-V functional and the def2-TZVPD basis", "multiplicity": 8, "e_above_lowest_kj_mol": 0.0, "homo_lumo_gap_ev": [6.20, 6.20], "s_squared": 15.76, "max_force_ha_per_bohr": 0.0254, "e_homo_ev": [-12.1, -12.1], "total_charge": 2, "energy_ev": -230388.361, "symbols": ["Eu", "Se", "Se", "P", "P", "N", "N", "N", "N", "C", "C", "C", "C", "C", "C", "C", "C", "C", "C", "C", "C", "C", "C", "C", "C", "C", "C", "C", "C", "C", "C", "C", "C", "C", "C", "C", "C", "C", "C", "C", "C", "C", "C", "C", "C", "C", "C", "C", "C", "C", "C", "C", "C", "C", "C", "C", "C", "C", "C", "C", "C", "C", "H", "H", "H", "H", "H", "H", "H", "H", "H", "H", "H", "H", "H", "H", "H", "H", "H", "H", "H", "H", "H", "H", "H", "H", "H", "H", "H", "H", "H", "H", "H", "H", "H", "H", "H", "H", "H", "H", "H", "H", "H", "H", "H", "H", "H", "H", "H", "H", "H", "H", "H", "H", "H", "H"], "coordinates": [[-0.957, 1.621, -1.512], [-3.454, 3.273, -1.045], [-2.350, 3.856, -3.131], [-0.767, -1.237, -1.723], [-2.836, -3.590, -1.999], [1.486, 1.753, -1.097], [-3.427, 0.865, -2.408], [-0.081, 4.216, -1.605], [-0.320, 2.183, 0.862], [6.055, 1.421, 1.219], [-6.182, 0.533, -2.638], [0.896, 4.896, -1.005], [-5.662, 1.594, -1.907], [-3.942, -0.140, -3.119], [6.456, 2.713, -0.878], [3.130, -2.067, -2.857], [0.072, 6.993, -1.798], [0.359, 2.020, 3.599], [0.916, -1.195, -2.451], [3.283, 1.548, 0.458], [0.913, 1.791, 1.249], [-1.162, 2.551, 1.830], [-1.389, -7.462, -2.177], [3.765, 1.810, -1.837], [-3.416, -3.323, -0.270], [-2.826, -3.956, 0.823], [1.637, 3.177, 5.344], [5.734, 1.497, -0.275], [-3.384, -3.833, 2.084], [6.241, 0.210, -0.951], [-2.479, -8.189, -1.728], [-1.035, -0.995, 2.875], [2.165, -0.515, -4.415], [-3.650, -7.530, -1.380], [-4.574, -2.576, -0.075], [-3.724, -6.151, -1.473], [-1.043, -3.065, -1.857], [-2.020, -0.464, 2.056], [-0.705, -1.038, 0.110], [1.249, 1.667, 2.587], [0.281, -1.559, 0.944], [0.760, 1.941, 5.059], [0.114, -1.538, 2.319], [-1.458, -6.078, -2.274], [-1.855, -0.476, 0.681], [1.974, -2.032, -2.093], [1.568, 0.670, 5.352], [-0.465, 1.979, 5.979], [-5.134, -2.449, 1.191], [3.226, -1.314, -4.020], [1.026, -0.448, -3.627], [-4.288, 1.721, -1.854], [2.409, 1.877, -2.057], [4.247, 1.608, -0.544], [1.014, 6.275, -1.081], [-0.959, 6.301, -2.421], [-0.978, 4.925, -2.292], [1.927, 1.636, 0.169], [-2.621, -5.409, -1.901], [-4.538, -3.082, 2.270], [-0.871, 2.515, 3.178], [-5.307, -0.329, -3.277], [1.834, 6.773, -0.582], [5.722, 2.315, 1.750], [-0.538, -3.571, -1.033], [7.515, 2.667, -0.623], [4.116, -1.377, -4.632], [-7.253, 0.398, -2.714], [-6.300, 2.314, -1.412], [-4.641, -5.639, -1.204], [1.893, -2.693, -1.241], [-1.176, -1.000, 3.948], [2.537, 0.666, 4.853], [-1.728, 6.810, -2.985], [-0.477, -7.973, -2.457], [-0.571, -3.345, -2.800], [1.176, -1.999, 0.526], [6.381, 2.736, -1.965], [-0.931, 2.965, 5.986], [-1.951, -4.581, 0.684], [-2.682, -0.171, 0.041], [-5.058, -2.123, -0.930], [2.230, 1.308, 2.862], [-0.160, 1.758, 7.001], [-2.130, 2.912, 1.505], [-1.617, 2.858, 3.879], [-2.931, -4.344, 2.924], [7.315, 0.120, -0.790], [1.761, 0.608, 6.423], [2.217, 0.035, -5.346], [2.039, 2.065, -3.056], [1.017, -0.226, 5.059], [1.891, 3.199, 6.405], [6.057, 0.218, -2.026], [1.614, 4.311, -0.442], [1.105, 4.097, 5.098], [3.606, 1.458, 1.483], [-1.209, 1.236, 5.685], [0.174, 0.139, -3.967], [-5.668, -1.145, -3.888], [5.755, -0.667, -0.519], [3.943, -2.719, -2.566], [5.612, 0.534, 1.678], [0.879, -1.969, 2.953], [-0.598, -5.539, -2.649], [7.134, 1.346, 1.350], [2.564, 3.149, 4.768], [-2.421, -9.267, -1.658], [-4.987, -3.012, 3.253], [4.439, 1.924, -2.675], [6.053, 3.645, -0.479], [-3.234, -0.825, -3.568], [-2.929, -0.066, 2.487], [-6.050, -1.887, 1.325], [-4.510, -8.092, -1.037], [0.128, 8.071, -1.869]], "mulliken_spin": [6.974, 0.004, 0.002, 0.032, 0.001, -0.022, 0.008, 0.004, 0.001, 0.000, 0.001, 0.004, 0.000, 0.005, 0.000, 0.000, 0.001, -0.001, -0.006, -0.001, -0.005, 0.001, 0.000, -0.003, 0.000, 0.000, 0.000, -0.002, 0.000, 0.000, 0.000, 0.000, 0.005, 0.000, 0.000, 0.000, 0.000, 0.008, -0.006, -0.006, 0.010, -0.001, 0.000, 0.000, 0.013, 0.005, 0.000, 0.000, 0.000, 0.000, -0.005, 0.002, 0.005, -0.002, 0.000, -0.001, -0.001, 0.010, 0.000, 0.000, 0.000, 0.000, 0.000, 0.000, 0.000, 0.000, 0.000, 0.000, 0.000, 0.000, 0.000, 0.000, 0.000, 0.000, 0.000, 0.000, -0.001, 0.000, 0.000, 0.000, -0.016, 0.000, -0.001, 0.000, -0.006, 0.000, 0.000, 0.000, 0.000, 0.000, -0.008, 0.000, 0.000, 0.000, 0.000, 0.000, -0.001, 0.000, -0.004, 0.000, 0.000, 0.000, 0.000, 0.000, 0.000, 0.000, 0.000, 0.000, 0.000, 0.000, 0.000, 0.002, -0.001, 0.000, 0.000, 0.000]}

***

{"formula": "CH21NO11", "method": "the ωB97M-V functional and the def2-TZVPD basis", "e_above_lowest_kj_mol": 335.2, "homo_lumo_gap_ev": 7.06, "max_force_ha_per_bohr": 0.2324, "e_homo_ev": -7.8, "total_charge": 0, "energy_ev": -25388.794, "symbols": ["O", "O", "O", "O", "O", "O", "O", "O", "O", "O", "O", "N", "C", "H", "H", "H", "H", "H", "H", "H", "H", "H", "H", "H", "H", "H", "H", "H", "H", "H", "H", "H", "H", "H"], "coordinates": [[-2.762, 3.038, -0.453], [-3.366, 0.169, 2.677], [2.628, -0.750, 2.186], [2.842, -0.584, -0.373], [-3.102, 0.452, 0.545], [0.549, -2.282, 1.219], [-2.214, -2.216, -0.019], [1.799, 2.860, -0.236], [1.007, 0.511, -3.357], [-0.300, -2.614, -2.255], [-1.482, 1.223, 1.989], [0.026, 0.326, -0.508], [-2.687, 0.583, 1.751], [0.109, 0.550, 0.353], [-0.806, 0.756, -0.737], [-2.512, -1.668, 0.716], [-1.344, 1.147, 2.982], [1.243, -1.874, 1.737], [1.138, 1.419, -3.783], [-3.087, 2.270, -0.008], [-0.798, -2.473, -1.377], [-3.160, -2.698, -0.319], [3.722, -0.171, -0.291], [-3.241, 3.050, -1.257], [0.088, -0.516, -0.721], [0.378, -3.286, -2.225], [1.953, 0.186, -3.290], [2.480, -0.284, 1.359], [-0.141, -2.626, 1.872], [2.788, 2.989, -0.146], [3.195, -1.471, -0.281], [2.751, -0.133, 2.871], [1.479, 3.271, 0.520], [0.828, 0.847, -1.144]], "nbo_charge": [-0.975, -0.742, -0.972, -0.941, -0.850, -0.992, -0.990, -0.945, -0.941, -0.998, -0.783, -0.780, 0.918, 0.415, 0.451, 0.508, 0.494, 0.488, 0.479, 0.498, 0.517, 0.489, 0.475, 0.456, 0.412, 0.472, 0.476, 0.489, 0.489, 0.471, 0.492, 0.478, 0.479, 0.464]}

***

{"formula": "C2H4N4", "method": "the ωB97M-V functional and the def2-TZVPD basis", "e_above_lowest_kj_mol": 116.3, "homo_lumo_gap_ev": 10.03, "max_force_ha_per_bohr": 0.1118, "smiles": "Nc1ncn[nH]1", "e_homo_ev": -9.2, "total_charge": 0, "energy_ev": -8098.108, "symbols": ["N", "N", "N", "N", "C", "C", "H", "H", "H", "H"], "coordinates": [[0.007, -1.063, -0.010], [1.598, 0.563, 0.061], [0.263, 1.011, -0.031], [-2.031, 0.031, -0.063], [-0.705, 0.030, -0.011], [1.294, -0.723, 0.052], [-2.378, 0.525, 0.741], [2.221, -1.373, -0.217], [-2.396, -0.854, -0.140], [0.159, 2.062, -0.320]], "nbo_charge": [-0.554, -0.285, -0.419, -0.792, 0.503, 0.149, 0.385, 0.199, 0.401, 0.413]}

***

Which formula does entry 1 have? C5H6OS2